Computed, not measured: C60H46N2P3RuS2Si as an isolated structure in a non-equilibrium geometry, with the ωB97M-V functional and the def2-TZVPD basis.

Results
- multiplicity = 6
- total charge = 0
- <S²> = 8.7840
- LUMO (spin up / spin down) (eV) = -0.320 / -2.763
- orbital gap (spin up / spin down) (Ha) = 0.1743 / 0.1124
- total energy (Eh) = -4628.06164

Atoms and positions in Å:
Ru (-14.773, -15.159, -3.784)
C (-15.510, -13.129, 1.662)
C (-15.858, -14.425, 1.343)
C (-15.181, -15.157, 0.315)
C (-14.081, -14.552, -0.376)
C (-13.621, -13.326, 0.133)
C (-14.270, -12.665, 1.192)
P (-13.469, -15.366, -1.959)
C (-11.669, -15.151, -2.071)
C (-10.961, -15.246, -3.270)
C (-9.598, -14.817, -3.385)
C (-8.921, -14.523, -2.140)
C (-9.717, -14.388, -1.006)
C (-11.004, -14.810, -0.923)
C (-13.668, -17.089, -1.446)
C (-13.144, -17.420, -0.226)
C (-13.164, -18.771, 0.228)
C (-13.658, -19.718, -0.586)
C (-14.106, -19.436, -1.890)
C (-14.159, -18.122, -2.303)
Si (-14.575, -17.440, -4.023)
C (-13.143, -17.896, -5.131)
C (-12.102, -18.803, -4.881)
C (-11.223, -19.082, -5.926)
C (-11.337, -18.395, -7.168)
C (-12.280, -17.393, -7.298)
C (-13.013, -16.973, -6.230)
P (-14.120, -15.519, -6.234)
C (-15.375, -16.086, -7.509)
C (-15.510, -17.413, -7.983)
C (-16.772, -17.804, -8.443)
C (-17.724, -16.858, -8.750)
C (-17.421, -15.526, -8.511)
C (-16.342, -15.136, -7.769)
C (-13.019, -14.430, -7.195)
C (-13.487, -13.580, -8.187)
C (-12.648, -13.107, -9.189)
C (-11.274, -13.297, -9.101)
C (-10.740, -13.956, -8.008)
C (-11.623, -14.575, -7.110)
C (-16.151, -18.075, -4.706)
C (-16.288, -19.210, -5.471)
C (-17.580, -19.769, -5.632)
C (-18.703, -19.156, -5.107)
C (-18.535, -17.872, -4.564)
C (-17.279, -17.318, -4.323)
P (-17.143, -15.590, -3.693)
C (-18.159, -15.928, -2.159)
C (-19.347, -15.320, -1.737)
C (-20.110, -15.954, -0.809)
C (-19.733, -17.141, -0.174)
C (-18.402, -17.643, -0.422)
C (-17.716, -17.084, -1.452)
C (-18.212, -14.293, -4.329)
C (-18.194, -13.151, -3.506)
C (-18.648, -11.935, -4.096)
C (-19.061, -11.869, -5.411)
C (-19.260, -13.055, -6.161)
C (-18.815, -14.261, -5.605)
H (-16.127, -12.493, 2.282)
H (-16.760, -14.865, 1.689)
H (-15.510, -16.152, 0.076)
H (-12.738, -12.776, -0.321)
H (-13.867, -11.695, 1.476)
H (-11.463, -15.553, -4.222)
H (-9.124, -14.670, -4.342)
H (-7.798, -14.312, -2.042)
H (-9.305, -14.025, -0.123)
H (-11.483, -14.964, 0.051)
H (-12.813, -16.655, 0.503)
H (-12.937, -19.014, 1.266)
H (-13.598, -20.779, -0.199)
H (-14.603, -20.246, -2.479)
H (-12.017, -19.180, -3.863)
H (-10.392, -19.729, -5.748)
H (-10.644, -18.588, -7.982)
H (-12.278, -16.778, -8.157)
H (-14.769, -18.232, -7.953)
H (-17.012, -18.792, -8.788)
H (-18.704, -17.189, -9.090)
H (-18.189, -14.827, -8.792)
H (-16.098, -14.082, -7.509)
H (-14.506, -13.250, -8.272)
H (-13.030, -12.484, -9.977)
H (-10.574, -12.988, -9.899)
H (-9.693, -14.000, -7.813)
H (-11.256, -15.322, -6.346)
H (-15.430, -19.747, -5.857)
H (-17.609, -20.701, -6.138)
H (-19.730, -19.523, -5.202)
H (-19.400, -17.230, -4.368)
H (-19.744, -14.430, -2.228)
H (-21.154, -15.595, -0.623)
H (-20.410, -17.668, 0.533)
H (-18.090, -18.591, 0.031)
H (-16.705, -17.504, -1.691)
H (-18.025, -13.271, -2.428)
H (-18.492, -11.034, -3.428)
H (-19.144, -10.923, -5.933)
H (-19.701, -13.076, -7.134)
H (-18.856, -15.184, -6.176)
S (-13.409, -13.220, -3.716)
C (-14.611, -12.050, -3.140)
C (-14.719, -10.905, -3.985)
C (-15.527, -9.891, -3.483)
C (-16.249, -10.093, -2.262)
C (-16.027, -11.241, -1.541)
N (-15.374, -12.258, -2.035)
H (-14.080, -10.727, -4.888)
H (-15.566, -8.908, -3.999)
H (-16.704, -9.199, -1.757)
H (-16.555, -11.384, -0.590)
S (-20.356, -9.355, 1.213)
C (-19.532, -10.112, 0.030)
N (-18.991, -10.776, -0.809)

***

Computed, not measured: C60H55BrGeN4NiP2 as an isolated structure in a non-equilibrium geometry, with the ωB97M-V functional and the def2-TZVPD basis.

Results
- multiplicity = 1
- total charge = 0
- energy relative to the best compared isomer or geometry (same formula, charge and spin) (kcal/mol) = 15.2
- LUMO (spin up / spin down) (eV) = 0.349 / 0.349
- orbital gap (spin up / spin down) (Ha) = 0.2345 / 0.2346
- total energy (Eh) = -9380.29943

Atoms and positions in Å:
Ni (-0.088, -0.889, -0.642)
C (-1.345, 2.115, -1.637)
N (-2.184, 2.344, -0.484)
C (-2.417, 1.278, 0.486)
P (-0.809, 0.322, 1.128)
C (-1.742, -0.143, 2.645)
C (-1.213, 0.074, 3.916)
C (-1.900, -0.343, 5.053)
C (-3.120, -1.001, 4.933)
C (-3.654, -1.233, 3.672)
C (-2.970, -0.802, 2.537)
C (0.040, 1.937, 1.397)
C (-0.485, 2.926, 2.226)
C (0.141, 4.163, 2.349)
C (1.295, 4.441, 1.629)
C (1.833, 3.468, 0.794)
C (1.208, 2.229, 0.686)
C (-2.777, 3.599, -0.357)
C (-2.214, 4.715, -0.994)
C (-2.820, 5.965, -0.911)
C (-3.988, 6.148, -0.184)
C (-4.540, 5.050, 0.470)
C (-3.954, 3.794, 0.388)
P (-1.212, 0.335, -2.127)
C (-0.483, 0.580, -3.800)
C (0.592, 1.454, -3.970)
C (1.227, 1.578, -5.201)
C (0.811, 0.815, -6.284)
C (-0.244, -0.071, -6.127)
C (-0.882, -0.189, -4.896)
C (-2.972, -0.056, -2.540)
C (-3.675, 0.632, -3.532)
C (-5.015, 0.359, -3.775)
C (-5.673, -0.614, -3.033)
C (-4.989, -1.310, -2.045)
C (-3.647, -1.031, -1.801)
H (-0.318, 2.459, -1.468)
H (-1.734, 2.662, -2.496)
H (-3.087, 0.506, 0.112)
H (-2.833, 1.692, 1.396)
H (-0.258, 0.573, 4.021)
H (-1.469, -0.166, 6.031)
H (-3.650, -1.336, 5.818)
H (-4.604, -1.748, 3.571)
H (-3.393, -0.999, 1.555)
H (-1.393, 2.730, 2.788)
H (-0.283, 4.917, 3.005)
H (1.775, 5.410, 1.721)
H (2.738, 3.677, 0.230)
H (1.614, 1.443, 0.063)
H (-1.281, 4.614, -1.539)
H (-2.359, 6.809, -1.413)
H (-4.460, 7.123, -0.129)
H (-5.452, 5.168, 1.046)
H (-4.426, 2.953, 0.879)
H (0.936, 2.056, -3.134)
H (2.053, 2.270, -5.314)
H (1.305, 0.912, -7.245)
H (-0.575, -0.672, -6.967)
H (-1.713, -0.879, -4.791)
H (-3.174, 1.394, -4.121)
H (-5.546, 0.909, -4.542)
H (-6.720, -0.821, -3.220)
H (-5.499, -2.069, -1.460)
H (-3.112, -1.559, -1.019)
C (-1.855, -4.068, -4.622)
C (-1.741, -4.084, -3.119)
C (-2.289, -5.093, -2.342)
C (-2.164, -5.025, -0.977)
C (-1.504, -3.927, -0.424)
Br (-1.459, -3.849, 1.464)
N (-0.983, -2.949, -1.115)
C (-1.099, -3.063, -2.447)
H (-1.679, -5.060, -5.039)
H (-1.136, -3.378, -5.067)
H (-2.855, -3.754, -4.926)
H (-2.811, -5.926, -2.806)
H (-2.568, -5.794, -0.329)
H (-0.631, -2.276, -3.016)
C (0.575, -0.843, 1.232)
Ge (2.279, -0.702, 2.095)
C (3.894, -0.030, 1.156)
C (4.606, 1.115, 1.544)
C (5.832, 1.440, 0.962)
C (6.383, 0.616, -0.010)
C (5.709, -0.539, -0.388)
C (4.484, -0.858, 0.192)
C (2.215, 0.227, 3.823)
C (2.202, 1.627, 3.908)
C (2.095, 2.271, 5.138)
C (1.995, 1.529, 6.309)
C (1.992, 0.141, 6.245)
C (2.097, -0.502, 5.013)
C (2.839, -2.562, 2.421)
C (3.843, -2.879, 3.347)
C (4.294, -4.188, 3.499)
C (3.752, -5.206, 2.720)
C (2.768, -4.908, 1.785)
C (2.318, -3.595, 1.636)
H (0.131, -1.738, 1.663)
H (4.212, 1.760, 2.320)
H (6.362, 2.329, 1.283)
H (7.344, 0.860, -0.452)
H (6.143, -1.199, -1.130)
H (3.992, -1.787, -0.086)
H (2.243, 2.228, 3.006)
H (2.081, 3.354, 5.178)
H (1.915, 2.031, 7.267)
H (1.900, -0.443, 7.154)
H (2.072, -1.588, 4.977)
H (4.289, -2.091, 3.950)
H (5.071, -4.415, 4.222)
H (4.101, -6.229, 2.839)
H (2.344, -5.699, 1.174)
H (1.554, -3.361, 0.896)
N (2.455, -0.144, -2.256)
C (3.235, -0.533, -3.281)
C (2.958, -1.859, -3.502)
C (1.983, -2.174, -2.534)
N (1.693, -1.126, -1.769)
H (2.486, 0.731, -1.773)
H (3.925, 0.148, -3.759)
H (3.385, -2.505, -4.255)
H (1.507, -3.126, -2.343)

***

- Which formula does entry 2 have?
  C60H55BrGeN4NiP2

***

- multiplicity of number 2 (C60H55BrGeN4NiP2)?
  1